Entry 1:
A structure of composition C39H36ClEuN3Si2 in a non-equilibrium geometry. Source: the Open Molecules 2025 dataset; level of theory: ωB97M-V/def2-TZVPD.

```
82
Properties=species:S:1:pos:R:3:forces:R:3:lowdin_charge:R:1
C -1.75988 -0.90843 0.66731 -0.4 -0.3 -0.5 -0.213
C -2.60356 -0.31958 -0.32308 0.1 -0.7 -0.2 -0.245
C -2.86442 -1.31111 -1.32719 0.3 0.0 0.5 -0.256
H -3.01812 0.68912 -0.28931 0.1 -0.3 0.0 0.084
C -2.18074 -2.51190 -0.94457 0.0 0.5 0.2 -0.234
C -1.52316 -2.25875 0.29793 -0.4 0.4 -0.4 -0.224
H -0.98303 -2.99310 0.89446 -0.1 0.3 -0.2 0.086
H -1.40776 -0.42650 1.58068 -0.1 -0.1 -0.3 0.089
H -3.48233 -1.18074 -2.21873 0.2 -0.1 0.4 0.084
H -2.18072 -3.46173 -1.48479 -0.1 0.3 0.2 0.085
Eu -0.25845 -0.67294 -1.82895 -0.9 0.1 2.1 1.542
Si -0.13087 -0.84800 -5.29522 1.8 0.5 -1.9 0.578
C -0.09711 0.72590 -6.34477 -0.9 -0.5 -0.2 -0.300
C 1.03904 0.93298 -7.13272 -0.1 0.4 -0.4 -0.118
H 1.92878 0.30578 -6.99814 -0.4 0.1 -0.2 0.119
C 1.03655 1.92334 -8.11435 0.2 -0.1 0.4 -0.087
H 1.91872 2.04645 -8.73896 -0.2 0.1 0.0 0.103
C -0.07328 2.75530 -8.26350 -0.1 -0.1 0.1 -0.104
H -0.06088 3.54767 -9.01579 -0.1 -0.3 0.2 0.102
C -1.16808 2.60197 -7.41039 0.0 0.2 0.1 -0.103
H -2.00161 3.30003 -7.47776 0.1 -0.1 -0.1 0.101
C -1.19219 1.58579 -6.44874 0.4 0.3 -0.5 -0.110
H -2.05596 1.47810 -5.78134 0.2 -0.1 -0.3 0.101
C 0.18846 -2.09701 -6.69275 -0.5 -0.6 -0.7 -0.230
C -0.29960 -1.78565 -7.98238 0.4 0.0 -0.1 -0.102
H -0.96401 -0.92196 -8.11219 0.3 -0.3 0.0 0.105
C 0.10244 -2.50268 -9.11383 -0.1 -0.1 0.2 -0.089
H -0.28839 -2.21883 -10.09612 0.2 -0.1 0.3 0.100
C 1.01338 -3.56105 -8.98417 -0.1 0.3 0.3 -0.100
H 1.36462 -4.09026 -9.87359 0.0 0.2 0.3 0.098
C 1.45590 -3.92830 -7.70856 -0.4 0.0 0.0 -0.091
H 2.19329 -4.72919 -7.60009 -0.4 0.1 0.0 0.098
C 0.96753 -3.26153 -6.57048 0.3 0.3 -0.4 -0.083
H 1.25308 -3.63783 -5.58623 0.1 0.3 -0.3 0.082
H -1.50562 -0.97167 -4.74983 0.0 0.2 0.5 0.039
Si 2.95412 2.29992 -4.42027 -1.3 -0.6 0.2 0.285
C 2.49570 0.50564 -4.14955 1.5 -1.0 0.7 -0.306
C 1.13811 -0.02035 -3.99275 -1.4 2.8 0.2 -0.405
H 0.41255 0.71097 -3.54756 0.7 -0.3 0.1 0.034
C 0.97843 -1.48404 -3.87721 -1.7 -4.1 0.2 -0.502
H 0.05126 -2.03915 -3.52086 1.0 0.5 -0.1 0.054
C 2.15061 -2.30474 -3.69677 1.6 0.6 0.2 -0.133
H 1.97910 -3.34245 -3.39334 0.4 0.2 -0.3 0.107
C 3.39730 -1.74322 -3.79894 -1.1 -3.1 0.8 -0.115
H 4.27357 -2.37747 -3.68033 -0.2 0.1 0.1 0.096
C 3.57169 -0.35958 -3.99534 -0.9 3.1 -0.9 -0.148
H 4.59032 0.03864 -3.99070 -0.3 -0.1 -0.2 0.092
C 1.54561 3.47274 -4.77829 0.2 0.5 0.1 -0.309
C 0.34425 3.42981 -4.07334 -0.4 0.1 -0.3 -0.117
H 0.23950 2.73082 -3.24000 0.0 0.2 -0.5 0.056
C -0.72023 4.26638 -4.42564 0.2 0.2 0.1 -0.094
H -1.68633 4.14996 -3.92614 0.3 0.2 -0.1 0.105
C -0.55882 5.22735 -5.43282 0.2 -0.4 0.0 -0.093
H -1.38893 5.88875 -5.69978 0.3 -0.3 0.1 0.106
C 0.65861 5.30488 -6.12118 0.0 0.0 0.3 -0.088
H 0.77329 6.00354 -6.95225 0.0 -0.1 0.3 0.106
C 1.71236 4.45715 -5.76770 -0.3 -0.2 -0.1 -0.102
H 2.67542 4.52636 -6.28111 -0.4 0.0 0.0 0.101
H 3.81406 2.33871 -5.55124 0.9 0.2 -0.7 -0.011
Cl 3.93742 2.99650 -2.75780 0.3 0.2 0.4 0.304
N 1.96302 0.57721 1.22541 0.1 0.1 0.2 0.126
C 1.25216 1.56861 0.55209 -0.6 -0.3 -0.7 -0.273
C 1.51060 2.91170 0.86714 -0.3 0.2 -0.2 -0.002
C 0.80377 3.90905 0.19713 0.2 -0.7 0.2 -0.039
C -0.14750 3.54163 -0.76244 -0.5 -0.4 -0.2 -0.063
C -0.39874 2.18384 -0.97548 1.1 0.3 0.9 -0.167
N 0.32315 1.20919 -0.35372 0.0 1.5 0.3 -0.002
C 1.95503 -0.80983 1.07345 -0.3 -0.5 -0.7 -0.275
C 2.49747 -1.61184 2.10023 -0.1 -0.2 -0.3 -0.003
C 2.50156 -2.99950 1.94437 -0.2 0.7 -0.3 -0.049
C 1.95382 -3.54782 0.77681 -0.1 0.1 -0.4 -0.063
C 1.45964 -2.68559 -0.19839 0.4 0.6 0.7 -0.158
N 1.45458 -1.33558 -0.05985 0.6 -0.8 0.6 0.024
H 2.56867 0.91965 1.96409 -0.3 -0.1 -0.3 0.142
H 2.26692 3.11443 1.62604 -0.2 0.2 -0.2 0.116
H 0.98303 4.95836 0.42066 0.0 -0.2 -0.1 0.116
H -0.68623 4.29143 -1.34864 0.2 -0.3 0.3 0.109
H -1.20369 1.84266 -1.65433 0.5 0.2 0.3 0.101
H 2.89030 -1.10766 2.98333 -0.1 -0.3 -0.1 0.112
H 2.91722 -3.65005 2.71311 -0.1 0.2 -0.1 0.113
H 1.89146 -4.62458 0.61654 0.1 0.3 0.1 0.111
H 1.04261 -3.06632 -1.14289 0.2 0.1 0.5 0.094
```
Positions in Å, forces in eV/Å.

Properties
- ⟨S²⟩ = 15.762
- HOMO energy (spin up / spin down) (eV) = -5.011 / -5.018
- LUMO level (spin up / spin down) (eV) = -0.05 / -0.06
- multiplicity = 8



Entry 2:
An isolated molecule of C3H9O3P in a non-equilibrium geometry. Source: the Open Molecules 2025 dataset; level of theory: ωB97M-V/def2-TZVPD.

```
16
Properties=species:S:1:pos:R:3:forces:R:3:nbo_charge:R:1
C -1.49652 0.51949 0.55179 2.1 -0.3 -1.9 -0.672
C -1.56401 -0.81255 -0.18511 -3.3 2.5 -2.2 -0.064
C 2.23989 -0.04112 0.27029 -3.0 -1.1 -2.8 0.190
O 2.65509 0.01773 -1.11651 -1.9 -0.1 0.5 -0.736
O 1.54431 1.10486 0.60311 0.0 0.6 0.5 -0.746
O -0.31378 -1.21322 -0.58491 0.6 -0.6 -0.6 -0.799
P 0.78386 -1.63328 0.53370 3.0 0.7 -0.9 0.764
H -1.33258 0.47612 1.57496 -0.1 -0.6 2.2 0.209
H -0.54836 0.97932 0.21930 -0.7 0.1 -0.2 0.243
H -2.26606 1.18647 0.32956 -1.5 0.9 -0.3 0.215
H -2.20102 -0.67443 -1.17843 1.5 0.0 1.7 0.174
H -2.21787 -1.49424 0.31136 0.3 -1.3 0.9 0.179
H 3.14930 -0.11323 0.73374 2.1 -0.7 1.9 0.146
H 1.78818 0.09606 -1.58951 1.1 -0.1 0.1 0.469
H 2.12867 1.87589 0.52937 -0.1 -0.2 0.0 0.480
H 1.50501 -2.34733 -0.52144 -0.1 0.1 1.1 -0.053
```
Positions in Å, forces in eV/Å.

Properties
- structure (SMILES) = CCOPC(O)O
- HOMO energy (eV) = -8.944
- LUMO level (eV) = 0.75
- energy above the lowest of the compared OMol25 structures with the same formula, charge and spin (eV) = 2.506



Entry 3:
An isolated molecule of C5H9F2NO2S in a non-equilibrium geometry. Source: the Open Molecules 2025 dataset; level of theory: ωB97M-V/def2-TZVPD.

```
20
Properties=species:S:1:pos:R:3:forces:R:3:nbo_charge:R:1
C 1.72086 -1.21096 -0.14495 -0.5 -0.1 -0.8 0.774
C 0.37606 -0.57134 0.07222 -0.5 0.3 0.7 -0.178
C -0.58080 -1.50016 0.88732 0.2 1.1 0.5 -0.409
C -1.93358 -0.78051 1.09108 -0.6 0.5 -0.3 -0.515
C 0.73785 1.83108 -0.16646 0.6 -1.2 -0.5 0.700
H 2.62194 -2.52450 -0.96969 -1.4 0.0 -0.8 0.498
H 0.01509 -0.37606 -0.91336 -0.7 -0.3 -0.8 0.238
H -0.64331 -2.50464 0.48174 -0.3 0.1 -0.5 0.234
H -0.10693 -1.64028 1.86647 0.0 0.1 0.1 0.209
H -2.71567 -1.39500 1.60824 1.0 0.5 -0.2 0.234
H -1.80068 0.23094 1.58416 -0.1 -1.5 -0.3 0.250
H -1.86899 0.59623 -0.93070 -1.2 -1.2 0.5 0.144
H 1.21232 0.63805 1.44842 -1.1 0.8 -1.0 0.401
H 1.62227 1.64100 -0.78300 0.1 0.2 -0.1 0.107
N 0.43928 0.75490 0.73013 1.3 -1.1 1.0 -0.661
O 1.67102 -2.20801 -1.07400 1.8 0.0 1.2 -0.671
O 2.75617 -0.87808 0.35700 0.3 0.2 0.5 -0.599
F 0.89127 2.95097 0.51035 0.3 0.9 0.8 -0.318
F -0.28971 2.04061 -1.03858 -0.3 -0.3 0.0 -0.351
S -2.76030 -0.42464 -0.52803 1.1 1.0 -0.1 -0.088
```
Positions in Å, forces in eV/Å.

Properties
- structure (SMILES) = O=C(O)[C@@H](CCS)NC(F)F
- HOMO energy (eV) = -9.047
- LUMO level (eV) = 0.55
- energy above the lowest of the compared OMol25 structures with the same formula, charge and spin (eV) = 0.221



Entry 4:
The ion C3H7N4O with charge +1 in a non-equilibrium geometry. Source: the Open Molecules 2025 dataset; level of theory: ωB97M-V/def2-TZVPD.

```
15
Properties=species:S:1:pos:R:3:forces:R:3:nbo_charge:R:1
C -1.72589 -0.94142 -0.07834 1.0 0.6 -0.3 -0.103
C -1.63437 0.42622 -0.00467 -2.0 -0.9 0.5 0.417
C 0.55201 -0.20723 0.33844 -3.0 -2.7 -1.0 0.604
N -0.34022 0.80311 0.25772 2.8 1.3 0.2 -0.524
N -0.49642 -1.55253 -0.16757 3.1 3.3 1.8 -0.531
N 2.51247 0.79418 -0.39774 -2.3 -1.3 -2.2 -0.653
N 1.89177 -0.18426 0.38665 -1.3 0.2 0.3 -0.440
O -2.64080 1.34205 0.15542 0.3 -0.4 -0.6 -0.656
H -2.62267 -1.50485 -0.06089 -0.6 -0.4 0.0 0.247
H 0.03617 1.82433 0.37300 -1.2 -2.4 -0.3 0.490
H -0.28358 -2.52891 0.16191 -0.5 1.5 -0.3 0.439
H 2.59280 0.42183 -1.34860 0.3 0.4 0.4 0.375
H 3.32911 1.21336 -0.09679 1.8 0.5 1.4 0.392
H 2.33808 -1.01940 0.75796 0.3 0.3 -0.4 0.416
H -3.50847 1.11353 -0.27648 1.5 0.0 0.4 0.527
```
Positions in Å, forces in eV/Å.

Properties
- structure (SMILES) = N/[NH+]=c1/[nH]cc(O)[nH]1
- HOMO energy (spin up / spin down) (eV) = -12.474 / -12.474
- charge = +1
- LUMO level (spin up / spin down) (eV) = -3.91 / -3.91
- energy above the lowest of the compared OMol25 structures with the same formula, charge and spin (eV) = 3.060



Entry 5:
An isolated molecule of C20H16N6O2S2 in a non-equilibrium geometry. Source: the Open Molecules 2025 dataset; level of theory: ωB97M-V/def2-TZVPD.

```
46
Properties=species:S:1:pos:R:3:forces:R:3:nbo_charge:R:1
N -2.46131 3.26891 0.19233 -0.4 -1.5 0.0 -0.303
O -6.41028 0.98773 -2.05456 0.6 0.3 -0.9 -0.596
C -2.84067 2.17692 0.08091 0.1 1.1 -0.5 0.274
N -3.47480 0.18935 -4.29346 -1.6 1.1 1.2 -0.278
N -2.24002 -0.26878 -4.52740 1.7 -0.3 -0.2 -0.276
N 0.76835 -1.04315 -2.26405 0.3 1.8 -0.4 -0.421
N 2.56929 0.28159 0.57008 0.0 -0.3 0.3 -0.428
O -2.06639 1.47943 -3.23386 0.4 0.3 0.4 -0.407
S 3.76305 -2.08426 3.64076 0.4 1.7 0.0 0.398
S 1.47390 1.41535 -1.70572 -0.2 -0.4 0.0 0.397
C -5.21037 1.20555 -1.91221 -3.0 -0.4 1.3 0.689
C -3.36608 1.21869 -3.49273 0.5 -1.0 -1.4 0.457
C -1.41054 0.50515 -3.90180 -0.4 -0.3 -1.1 0.466
C 0.71832 0.19932 -2.73056 0.8 -2.4 1.7 0.088
C 4.07581 0.47512 3.10391 -0.1 -1.4 0.1 -0.178
C 4.71644 0.24172 4.38692 -1.2 -1.1 -1.6 -0.272
C 3.54741 -0.69917 2.56237 0.6 1.2 1.0 -0.246
C 4.60008 -1.06599 4.78679 0.4 0.9 -0.7 -0.150
C 1.87803 0.14610 -0.56860 1.1 -0.2 1.1 0.026
C 2.84776 -0.83369 1.29373 -0.7 0.1 -1.1 0.183
C 2.46996 -2.12631 0.85427 -0.8 0.5 -1.0 -0.239
C 1.73778 -2.24332 -0.33176 0.6 -0.5 0.9 -0.147
C 1.46081 -1.08616 -1.04701 -1.1 -0.1 -1.3 0.030
N -4.73652 0.76067 -0.70660 1.4 0.1 0.6 -0.609
C 5.29539 -1.59378 5.97926 -1.0 -0.1 0.5 -0.641
C -4.45623 2.02496 -2.91996 0.0 0.2 0.3 -0.569
C 0.07569 0.47985 -4.04070 -0.3 0.3 0.3 -0.513
C -2.43285 -0.27235 -0.63306 -0.7 0.5 2.0 -0.391
C -3.00367 -0.23828 0.82399 0.4 0.0 -1.8 -0.380
C -3.38116 0.84354 -0.19398 -0.1 -0.9 0.3 -0.024
H 4.00602 1.42597 2.56798 0.1 -0.4 0.3 0.244
H 5.27411 0.95472 4.95183 0.1 0.4 0.2 0.223
H 2.71192 -3.00587 1.43841 0.0 0.1 -0.1 0.224
H 1.40654 -3.21780 -0.70643 0.1 0.4 0.1 0.237
H -5.44442 0.23124 -0.17653 0.7 0.6 -0.4 0.428
H 5.67423 -2.57029 5.72956 0.5 -0.4 0.4 0.224
H 6.06368 -0.89863 6.29566 0.3 -0.1 -0.1 0.227
H 4.58531 -1.66277 6.81389 0.2 -0.3 0.0 0.224
H -5.20417 2.29533 -3.68852 0.5 -0.2 0.4 0.290
H -4.07984 2.93007 -2.42809 0.1 -0.1 -0.2 0.269
H 0.35467 -0.29081 -4.76859 -0.2 0.1 0.3 0.282
H 0.42942 1.43515 -4.40480 0.0 0.3 -0.2 0.245
H -2.81062 -1.00217 -1.31834 -0.4 -0.1 -0.3 0.243
H -1.39662 -0.04507 -0.74131 0.5 0.2 0.0 0.233
H -3.77722 -0.94179 1.11704 0.1 0.1 -0.2 0.228
H -2.30017 0.01802 1.60098 0.0 0.2 0.0 0.238
```
Positions in Å, forces in eV/Å.

Properties
- structure (SMILES) = Cc1ccc(-c2ccc3nc(Cc4nnc(CC(=O)NC5(C#N)CC5)o4)sc3n2)s1
- HOMO energy (eV) = -8.234
- LUMO level (eV) = -0.32
- energy above the lowest of the compared OMol25 structures with the same formula, charge and spin (eV) = 0.000



Entry 6:
An isolated molecule of C6H12. Source: the Open Molecules 2025 dataset; level of theory: ωB97M-V/def2-TZVPD.

```
18
Properties=species:S:1:pos:R:3:forces:R:3:nbo_charge:R:1
C 1.71002 0.84958 -0.42395 -0.1 0.1 -0.1 -0.618
C 1.31884 -0.59249 -0.15438 0.3 -0.3 0.1 -0.389
C 0.24830 -0.72172 0.96146 0.0 0.1 0.0 -0.439
C -0.94937 -0.03462 0.35336 -0.2 0.4 0.1 0.036
C -1.03820 1.30099 0.34165 -0.6 -0.3 0.5 -0.446
C -1.91028 -0.86362 -0.46944 0.0 -0.1 0.0 -0.655
H 2.34100 1.19901 0.39916 0.0 0.1 -0.1 0.197
H 2.26340 -1.06053 0.11900 -0.1 -0.6 0.2 0.208
H 2.26397 0.94116 -1.35555 0.1 0.0 0.0 0.209
H 0.94683 -1.11664 -1.04876 0.1 0.3 0.1 0.196
H 0.60124 -0.22910 1.87998 -0.1 0.0 -0.3 0.211
H 0.04629 -1.77626 1.21058 0.1 0.3 -0.2 0.210
H -1.69638 1.81223 -0.35723 -0.2 -0.1 0.3 0.198
H 0.81623 1.47777 -0.47241 0.6 0.0 -0.3 0.224
H -0.48042 1.92877 1.03565 0.1 -0.2 -0.3 0.201
H -1.62204 -1.92118 -0.52035 0.0 0.3 0.0 0.211
H -2.00153 -0.47480 -1.49173 0.0 -0.1 0.2 0.220
H -2.90238 -0.80814 -0.00315 0.2 -0.1 -0.2 0.226
```
Positions in Å, forces in eV/Å.

Properties
- structure (SMILES) = C=C(C)CCC
- HOMO energy (eV) = -8.879
- LUMO level (eV) = 1.15
- energy above the lowest of the compared OMol25 structures with the same formula, charge and spin (eV) = 1.285